This record from OMol25 describes 2 unconnected molecules or ions with the total composition C7H11N4 at a distorted geometry. The level of theory is wB97M-V/def2-TZVPD.

orbital gap	8.10	eV
energy above the lowest of the compared OMol25 structures with the same formula, charge and spin	0.00	kJ/mol
charge	+1

```
22
C7H11N4 | OMol25 | wB97M-V/def2-TZVPD
H 0.190 -2.571 4.009
H -2.359 0.986 -2.662
C -3.436 0.832 1.526
C -3.038 0.951 -0.655
C -3.298 1.156 -2.110
H -0.910 0.415 -0.356
H -3.998 0.874 2.459
N -4.008 1.087 0.312
H -4.986 1.336 0.150
N -2.153 0.538 1.402
H -4.058 0.448 -2.482
H 2.274 -2.372 5.869
H -0.288 -0.151 3.307
H -3.645 2.183 -2.312
H 1.241 1.533 4.500
C 0.724 -1.702 4.395
C 1.743 -1.605 5.304
C 1.239 0.450 4.619
N 0.439 -0.420 3.994
C -1.902 0.611 0.051
H 2.763 0.141 6.030
N 2.034 -0.268 5.417
```

Atomic partial charges in e from the natural (NBO) method, atoms 1 to 6:
1. H 0.27
2. H 0.24
3. C 0.16
4. C 0.11
5. C -0.65
6. H 0.21